C5H9NOS in the gas phase in a non-equilibrium geometry. Source: the Open Molecules 2025 dataset; level of theory: wB97M-V/def2-TZVPD.

SMILES: CC1=NS[C@@H](C)CO1
HOMO level: -8.1 eV

Last column: Mulliken charge in e.
Atoms and positions in Å:
1 C -2.69 -0.63 -0.06  -1.150
2 C -1.25 -0.28 0.47  -0.011
3 C -0.43 -1.23 -0.32  -0.711
4 C 1.44 -0.02 0.00  0.817
5 C 2.89 -0.21 0.05  -0.973
6 H -2.87 -1.74 0.08  0.360
7 H -2.88 -0.02 -1.09  0.326
8 H -3.40 -0.09 0.76  0.288
9 H -1.07 -0.38 1.50  0.481
10 H -0.80 -2.28 -0.11  0.335
11 H -0.53 -0.99 -1.37  0.371
12 H 3.51 0.80 0.21  0.272
13 H 3.36 -0.90 -0.72  0.261
14 H 3.13 -0.98 0.90  0.251
15 N 0.96 1.20 -0.11  -0.481
16 O 0.89 -1.17 0.07  -0.351
17 S -0.75 1.36 -0.04  -0.085

C5H9NS in the gas phase in a non-equilibrium geometry. Source: the Open Molecules 2025 dataset; level of theory: wB97M-V/def2-TZVPD.

SMILES: CC1(C)NCC1=S
HOMO level: -8.5 eV

Last column: Mulliken charge in e.
Atoms and positions in Å:
1 C -1.55 0.71 0.38  -1.377
2 C -0.57 0.26 -0.62  1.492
3 C -0.28 1.23 -1.83  -1.517
4 C 0.44 -1.58 -0.36  -0.366
5 C 0.63 -0.26 0.28  -0.380
6 H -1.17 1.78 0.77  0.304
7 H -2.55 0.77 -0.04  0.344
8 H -1.59 0.15 1.46  0.280
9 H 0.17 2.14 -1.40  0.358
10 H 0.57 0.88 -2.41  0.394
11 H -1.09 1.32 -2.48  0.404
12 H -0.74 -1.26 -2.30  0.315
13 H 1.19 -1.89 -1.01  0.355
14 H 0.09 -2.07 0.77  0.235
15 N -0.73 -1.03 -1.22  -0.608
16 S 1.14 0.20 1.75  -0.233

C5H9NS in the gas phase in a non-equilibrium geometry. Source: the Open Molecules 2025 dataset; level of theory: wB97M-V/def2-TZVPD.

SMILES: C#C[C@@H](CN)SC
HOMO level: -8.8 eV

Last column: Mulliken charge in e.
Atoms and positions in Å:
1 C 0.52 1.81 0.93  -0.777
2 C 0.03 -0.58 -0.49  0.188
3 C -1.05 -1.17 0.45  -0.682
4 C 1.35 -0.98 -0.17  -0.778
5 C 2.46 -1.37 0.12  0.058
6 H 0.57 2.91 0.81  0.324
7 H 1.52 1.42 1.13  0.243
8 H -0.15 1.54 1.74  0.252
9 H -0.18 -0.90 -1.52  0.217
10 H -1.12 -2.30 0.34  0.388
11 H -0.74 -0.97 1.51  0.276
12 H -3.09 -1.24 0.55  0.247
13 H -2.48 0.23 0.34  0.220
14 H 3.45 -1.63 0.38  0.453
15 N -2.36 -0.73 0.04  -0.570
16 S -0.07 1.24 -0.66  -0.059

C5H9NS2 in the gas phase in a non-equilibrium geometry. Source: the Open Molecules 2025 dataset; level of theory: wB97M-V/def2-TZVPD.

SMILES: S=C[C@]1(CS)CCN1
HOMO level: -8.7 eV

Last column: Mulliken charge in e.
Atoms and positions in Å:
1 C 0.38 -1.38 0.05  -0.825
2 C -0.43 -0.12 0.05  0.939
3 C 0.13 1.02 0.87  -0.931
4 C 0.42 1.76 -0.47  -0.425
5 C -1.79 -0.57 0.48  -0.625
6 H 2.61 -2.28 -0.46  0.148
7 H 0.31 -1.83 1.03  0.451
8 H -0.08 -2.10 -0.68  0.420
9 H 0.96 0.76 1.50  0.321
10 H -0.69 1.52 1.39  0.363
11 H 0.08 2.80 -0.54  0.304
12 H 1.48 1.77 -0.78  0.219
13 H -0.17 0.42 -2.03  0.249
14 H -1.80 -0.72 1.59  0.263
15 N -0.45 0.75 -1.11  -0.423
16 S 2.13 -1.03 -0.39  -0.254
17 S -3.07 -0.76 -0.48  -0.193

C5H9NS2 in the gas phase in a non-equilibrium geometry. Source: the Open Molecules 2025 dataset; level of theory: wB97M-V/def2-TZVPD.

SMILES: CC1(C)CN1C(=S)S
HOMO level: -8.1 eV

Last column: Mulliken charge in e.
Atoms and positions in Å:
1 C -0.46 -2.25 -0.79  0.313
2 C -0.48 -0.89 1.42  -1.022
3 C 0.03 0.01 0.37  1.222
4 C -0.88 0.96 -0.44  -1.269
5 C 1.42 0.57 0.52  -1.640
6 N -0.18 -1.31 0.05  -0.042
7 S -1.46 -3.49 -0.36  -0.366
8 S 0.14 -2.07 -2.49  -0.219
9 H 0.08 -1.15 2.21  0.336
10 H -1.53 -0.82 1.49  0.302
11 H -0.81 0.74 -1.44  0.345
12 H -0.78 2.09 -0.24  0.332
13 H -1.95 0.67 -0.30  0.370
14 H 1.78 0.84 -0.51  0.305
15 H 2.13 -0.11 0.95  0.419
16 H 1.22 1.47 0.99  0.442
17 H -0.14 -3.41 -2.79  0.171

A molecular structure, C5H9NS2 in a non-equilibrium geometry. Source: the Open Molecules 2025 dataset; level of theory: wB97M-V/def2-TZVPD.

HOMO level: -8.1 eV

Last column: Mulliken charge in e.
Atoms and positions in Å:
1 C -2.45 -1.35 0.12  -1.015
2 C -0.58 0.20 -0.49  0.084
3 C 0.78 0.69 -0.33  0.023
4 C 1.83 -0.39 -0.35  -0.750
5 C 1.08 1.11 1.12  -0.733
6 H -3.21 -0.56 0.04  0.308
7 H -2.45 -1.99 -0.75  0.352
8 H -2.60 -2.03 0.93  0.374
9 H -0.47 -1.10 0.94  0.209
10 H 0.94 1.49 -1.12  0.421
11 H 1.38 -1.26 -0.72  0.381
12 H 2.78 -0.21 -0.87  0.354
13 H 1.67 2.05 1.16  0.346
14 H 0.15 1.31 1.67  0.377
15 N -1.15 -0.69 0.33  -0.167
16 S -1.51 0.79 -1.73  -0.370
17 S 1.88 -0.45 1.48  -0.195

C5H9NS2 in the gas phase in a non-equilibrium geometry. Source: the Open Molecules 2025 dataset; level of theory: wB97M-V/def2-TZVPD.

SMILES: NCC1=CSCCS1
HOMO level: -7.7 eV

Last column: Mulliken charge in e.
Atoms and positions in Å:
1 C 1.98 0.38 0.10  -0.684
2 C 0.55 0.01 -0.04  0.242
3 C 0.05 -1.23 -0.03  -0.335
4 C -2.58 -0.09 -0.42  -0.584
5 C -1.97 1.06 0.45  -0.636
6 H 3.79 -0.79 0.24  0.199
7 H 2.83 -1.30 -1.04  0.219
8 H 2.15 0.79 1.05  0.302
9 H 2.26 1.40 -0.44  0.234
10 H 0.81 -1.95 0.17  0.482
11 H -2.39 0.14 -1.43  0.388
12 H -3.69 -0.15 -0.28  0.325
13 H -2.65 1.92 0.40  0.350
14 H -1.79 0.69 1.48  0.337
15 N 2.84 -0.79 -0.06  -0.525
16 S -1.74 -1.59 0.06  -0.159
17 S -0.44 1.49 -0.20  -0.155

2 unconnected molecules or ions with the total composition C5H9NSi in a non-equilibrium geometry. Source: the Open Molecules 2025 dataset; level of theory: wB97M-V/def2-TZVPD.

HOMO level (spin up / spin down): -7.2 / -8.0 eV

Last column: Mulliken charge in e.
Atoms and positions in Å:
1 C 0.47 -0.59 2.03  -0.065
2 C 1.70 0.07 2.04  -0.544
3 C -0.28 0.04 1.03  -0.493
4 C 0.44 1.03 0.45  0.577
5 C 0.35 2.06 -0.61  -1.218
6 N 1.70 0.96 1.01  -0.127
7 Si -1.59 -2.33 -1.22  0.302
8 H -0.09 -1.35 2.68  0.301
9 H 2.52 -0.12 2.81  0.300
10 H 1.08 1.63 -1.33  0.294
11 H -0.67 2.17 -1.07  0.272
12 H 0.69 3.01 -0.29  0.342
13 H 2.27 1.80 1.07  0.271
14 H -2.83 -1.49 -1.21  -0.060
15 H -1.52 -3.60 -0.45  -0.062
16 H -0.95 -2.34 -2.39  -0.092